Version A
120
Properties=species:S:1:pos:R:3:lowdin_charge:R:1 method="wB97M-V/def2-TZVPD" orbital_gap_ev=9.49 multiplicity=1 homo_ev=-10.089
H -5.41625 2.52110 0.36826 0.0422
H -5.55215 1.17349 1.19750 0.0490
O -5.50269 1.58197 0.32392 -0.0281
H -4.33073 -0.30567 -3.65669 -0.0195
H -5.65417 0.26691 -3.67785 0.0354
O -5.13527 -0.39352 -4.13464 -0.0251
H 4.33076 -0.49957 -0.33804 0.0400
H 5.57317 -0.94244 -0.91000 0.0849
O 4.69595 -1.32846 -0.67868 -0.0881
H 5.46743 2.63711 1.18323 0.0307
H 4.04113 3.28874 1.09555 0.0228
O 4.74809 2.84195 0.61217 -0.0343
H 6.17447 -1.76270 1.56936 0.0085
H 4.71661 -1.80965 1.25833 0.0480
O 5.44230 -2.30796 1.82793 -0.1017
H -4.68893 -0.55173 -0.13337 0.0322
O -4.51945 -1.50649 0.01683 -0.0599
H 5.50464 2.81041 -3.37206 0.0303
O 4.86948 2.50107 -4.04812 -0.0935
H 3.69291 5.13154 -1.94882 0.0459
H 4.35505 3.89048 -1.16701 -0.0279
O 3.63905 4.21292 -1.67647 -0.0382
H 0.65586 6.23554 0.45292 0.0331
H -0.63288 6.49637 -0.33320 0.0750
O 0.26032 6.92089 -0.11832 -0.0691
H 2.68679 1.45527 -5.59041 0.0418
H 1.88592 0.53120 -4.53438 0.0222
O 2.65051 0.62187 -5.10565 -0.0592
H -3.61145 -3.32494 -1.49896 0.0463
H -2.71795 -3.68281 -2.61287 0.0490
O -2.82709 -3.91071 -1.60566 -0.0998
H 0.84168 -5.96404 -1.78204 0.0463
O 0.01228 -5.42531 -1.53699 -0.1002
H -3.66309 0.44367 4.11151 0.0403
H -4.11681 0.15781 2.79135 0.0003
O -4.30785 0.79430 3.47064 -0.0578
H -3.65815 1.55525 -0.24166 0.0222
H -3.41365 0.46002 -1.26064 -0.0311
O -3.01997 1.25968 -0.96400 -0.0831
H 3.93657 -3.11396 -1.51721 0.0060
H 3.14223 -2.85005 -2.73532 0.0577
O 3.58557 -3.56132 -2.27724 -0.0288
H -0.72873 4.19745 -0.91084 0.0507
H 0.46260 5.35110 -0.99045 0.0667
O 0.27439 4.31259 -0.92592 -0.1220
H -0.00833 -1.95945 6.31621 0.0351
H -1.19516 -2.64527 5.88822 0.0424
O -0.68174 -1.87184 5.63628 -0.0469
H -0.88949 5.67231 -2.69606 0.0321
H -1.92250 4.62111 -2.36281 0.0050
O -1.82317 5.46507 -2.85979 -0.0683
H -0.24273 -3.71748 2.72387 0.0864
O 0.69319 -3.49318 2.72737 -0.0932
H 3.33615 5.31214 2.32436 0.0338
H 2.20487 4.49830 2.75738 0.0494
O 2.53621 4.95352 1.96140 -0.0323
H 2.45898 -3.42958 4.18211 0.0253
O 2.04275 -2.59248 4.44427 -0.0970
H -1.82157 3.32525 0.66421 -0.0120
H -1.39572 2.22701 1.90390 0.0444
O -1.99298 2.74333 1.36816 -0.0149
H -3.25340 -4.19739 1.07195 -0.0001
H -1.94640 -4.66566 0.27088 -0.0044
O -2.47568 -4.77770 1.08028 -0.0828
H -1.69735 2.42223 5.49704 0.0692
H -2.72356 3.23011 5.51618 0.0367
O -2.41954 2.61437 4.85811 -0.0512
H 3.12485 -5.51809 -2.14146 0.0707
H 2.29149 -5.18372 -3.22733 0.0474
O 2.29998 -5.89065 -2.57216 -0.0786
H 0.22995 -3.93722 -0.76497 0.0455
H 0.49350 -3.54199 0.68091 0.0119
O 0.03221 -3.20461 -0.08932 -0.0828
H 1.99479 -0.84182 1.11519 0.0164
H 2.21990 -1.97715 0.00790 0.0070
O 2.62663 -1.42660 0.64541 -0.0672
H -0.53834 2.54812 -2.74761 0.0206
H 0.80677 3.41285 -2.82780 0.0422
O 0.34280 2.61607 -3.10072 -0.0414
H -1.53499 -2.09484 -3.74082 0.0524
H -2.66234 -1.47327 -3.29534 0.0617
O -2.47088 -2.16057 -4.03182 -0.0975
H -0.70553 -0.81189 -0.95458 0.0423
H -1.01193 -2.15344 -0.92621 -0.0092
O -1.49179 -1.33698 -1.15992 -0.0713
H -4.82400 -3.34837 2.59249 0.0448
H -5.11378 -2.12722 1.66234 0.0249
O -4.41818 -2.64676 2.08486 -0.0725
H -0.54504 3.98412 3.68110 0.0177
O -1.03331 4.79767 3.89654 -0.0808
H 3.05054 -0.41534 5.30857 0.0638
H 3.51914 -0.14314 3.70902 -0.0051
O 3.61027 0.01260 4.62293 -0.0651
H 1.14356 -4.30521 2.37260 0.0920
H -3.55868 -1.54015 -0.01026 0.0320
H 1.09457 -2.86496 4.32741 0.0175
H 4.74185 1.53452 -3.86801 0.0402
H -0.34377 -5.25514 -2.44441 0.0375
H -1.96254 4.62471 4.07949 0.0165
O -2.04364 3.24966 -4.29775 -0.0231
H -1.55004 3.80239 -4.92009 0.0709
H -1.39420 2.65447 -4.06748 -0.0424
O 0.53596 -0.88180 1.97843 -0.0654
H 0.56724 -1.84826 2.21939 0.0227
H 0.67196 -0.37013 2.79028 0.0329
O 1.64622 0.93032 -1.08153 -0.0413
H 1.11193 1.67239 -1.33550 -0.0178
H 2.51661 1.35218 -1.04714 0.0289
O -1.65358 -4.87191 -4.09893 -0.0423
H -2.36122 -5.26155 -3.59504 0.0373
H -1.99549 -4.38936 -4.84675 0.0418
O -4.11408 3.68334 -1.89354 -0.0800
H -4.43485 4.61748 -1.88168 0.0642
H -3.77931 3.83594 -2.80664 0.0251
O 3.26473 -4.51902 2.24308 -0.0491
H 3.55582 -4.53661 1.34482 0.0255
H 3.71661 -3.64549 2.42806 0.0519
O 1.66405 1.46761 3.96833 -0.0298
H 2.42835 1.41306 3.41936 0.0147
H 1.71830 1.83559 4.82253 0.0252

Version B
120
Properties=species:S:1:pos:R:3:lowdin_charge:R:1 method="wB97M-V/def2-TZVPD" orbital_gap_ev=9.70 multiplicity=1 homo_ev=-10.098
H 1.23864 4.25508 3.67112 -0.0012
H 2.17524 3.41481 4.52511 0.0277
O 1.95056 4.31470 4.30323 -0.0364
H 0.98601 2.14605 -4.20602 0.0215
H -0.55520 2.64880 -4.56176 -0.0006
O 0.16973 2.03570 -4.67101 -0.0286
H -2.85171 0.90822 1.42684 0.0151
H -1.54377 -0.01129 1.45019 0.0201
O -2.48137 0.06441 1.66087 -0.0292
H 0.04666 3.80885 -1.09008 0.0095
H -0.01054 2.06125 -1.13331 0.0294
O 0.36836 2.89766 -0.88862 -0.0612
H -3.78744 -0.09722 -3.17383 -0.0056
H -4.65515 -0.14475 -4.37318 0.0462
O -4.37295 -0.70492 -3.63110 -0.0510
H -1.57179 -0.53032 5.47888 -0.0287
O -1.05145 -0.46442 6.27711 -0.0432
H 2.82813 -3.63125 1.42341 0.1216
O 3.83046 -3.41877 1.30886 -0.0677
H 3.52906 1.26144 -3.02113 -0.0136
H 4.62786 1.68940 -3.99656 0.0491
O 4.11539 2.01659 -3.26722 -0.0707
H 2.37096 -4.19911 -1.65286 0.0085
H 1.54488 -3.49007 -2.73328 0.0383
O 2.12113 -3.30325 -1.99492 -0.0812
H 1.55489 -0.02649 -3.08206 0.0370
H 2.48337 -0.25963 -1.78761 0.0578
O 2.38461 0.13526 -2.65092 -0.0338
H -3.95639 3.67873 0.33917 0.0540
H -2.66833 2.88855 0.65076 0.0191
O -3.15164 3.34418 -0.06526 -0.0562
H -0.47424 6.00471 -0.85820 0.0460
O 0.06717 5.47943 -1.46744 -0.0396
H -0.07823 -2.27791 2.75861 0.0173
H -0.40177 -3.69164 2.00436 -0.0031
O -0.71054 -2.85096 2.32330 -0.0327
H 2.79603 3.24332 -1.05923 0.0359
H 3.04747 4.51880 -0.18889 0.0564
O 3.39148 3.67513 -0.45237 -0.0339
H 0.94099 -0.08486 1.25893 0.0644
H 0.74599 1.47710 0.86044 0.0464
O 0.28368 0.64451 1.10100 -0.0755
H 3.13544 0.78154 3.79076 0.0693
H 3.54220 -0.39005 2.87121 0.0031
O 3.07434 -0.22682 3.73438 -0.1066
H -4.00753 2.48293 -1.24472 -0.0093
H -4.72475 3.35257 -2.22610 0.0532
O -4.27841 2.49824 -2.19091 -0.0846
H 4.29996 1.23722 -1.62252 -0.0207
H 5.08252 1.98742 -0.87013 0.0486
O 5.02885 1.01942 -1.02143 -0.0687
H -1.34935 -0.21004 -5.74812 0.0735
O -0.63132 -0.77836 -6.02695 0.0008
H 2.20466 -1.95524 4.24922 -0.0011
H 1.82230 -3.32869 4.29689 0.0205
O 1.62246 -2.52881 4.79344 -0.0623
H 1.87755 -2.15022 -5.00943 0.0313
O 2.31025 -1.46731 -4.48520 -0.0699
H -1.96299 2.35650 -3.34584 0.0232
H -3.16191 3.30723 -3.48654 -0.0175
O -2.27231 3.17464 -3.73108 -0.0422
H 3.49773 -4.75819 -0.21183 -0.0159
H 3.35719 -5.83626 -1.14181 0.0922
O 2.79554 -5.31378 -0.53506 -0.0632
H 1.31405 -2.26760 -0.69535 -0.0038
H 0.45663 -2.85831 0.50887 -0.0114
O 0.86048 -2.08832 0.13195 -0.0470
H -4.14278 0.03842 5.16018 0.0752
H -3.12607 0.63538 3.91568 0.0592
O -3.38912 -0.01539 4.59071 -0.0371
H 3.40051 -1.16814 0.59276 0.0302
H 4.54693 -0.01582 0.77400 0.0400
O 3.82955 -0.51413 1.15112 -0.0374
H -5.65065 -0.04717 -0.06988 0.0484
H -4.60187 1.01178 0.09113 -0.0324
O -5.54553 0.89584 0.08703 -0.0406
H -0.54751 -5.29100 0.57816 0.0517
H 0.63927 -6.06087 0.48099 0.0614
O 0.37005 -5.20866 0.87041 -0.0530
H -4.83985 2.97824 2.28871 0.0686
H -3.42753 3.68326 2.53464 0.0886
O -3.89447 2.88053 2.20023 -0.0739
H 3.32160 2.63584 0.93177 -0.0124
H 4.40047 3.40861 1.71177 0.0409
O 3.89972 2.58416 1.70690 -0.0789
H -1.10529 -3.02293 -4.24954 0.0440
H -0.39343 -1.93804 -5.15567 -0.0140
O -0.25896 -2.58787 -4.38663 -0.1128
H -3.58089 -4.87841 -2.21067 0.0624
O -3.10553 -4.01014 -2.10813 -0.0848
H -3.94987 -3.60812 1.82843 0.0546
H -3.23577 -2.49084 0.94083 0.0152
O -3.37799 -3.43044 1.05540 -0.0558
H 0.08362 -0.13860 -6.13222 0.0735
H -0.96055 -1.26443 6.79230 0.0515
H 2.77727 -1.91769 -3.75971 0.0358
H 3.86293 -2.46081 1.46762 0.0241
H 0.68690 6.14713 -1.74594 0.0560
H -2.65490 -4.39105 -1.32234 0.0192
O -3.36896 -2.47437 3.80487 -0.0825
H -3.03025 -1.62162 4.13986 -0.0197
H -2.85669 -2.54021 2.99573 -0.0330
O -2.67219 -0.01592 -0.87285 -0.0482
H -2.54787 -0.31940 0.01679 -0.0350
H -2.83684 -0.71183 -1.51827 0.0292
O -0.03212 -0.19135 3.58330 -0.0685
H -0.76129 -0.06163 4.23318 0.0201
H -0.73346 -0.00822 2.87907 0.0178
O -0.17397 5.86815 1.28002 -0.0483
H -0.22216 5.07510 1.84411 0.0312
H 0.59014 6.43613 1.42789 0.0560
O -0.59496 -1.05247 -2.02743 -0.0784
H -0.66516 -1.52533 -2.91043 0.0301
H -0.65302 -1.80413 -1.43283 0.0143
O 4.41068 -3.57164 -1.15631 -0.1285
H 5.37166 -3.84604 -0.87265 0.1323
H 4.29437 -3.15499 -0.26867 -0.0025
O -1.30400 2.62302 2.37716 -0.0476
H -0.87406 2.86562 1.54247 0.0268
H -0.53985 2.12692 2.72599 0.0482

Version C
120
Properties=species:S:1:pos:R:3:lowdin_charge:R:1 method="wB97M-V/def2-TZVPD" orbital_gap_ev=8.66 multiplicity=1 homo_ev=-9.711
H 0.82604 4.17571 3.56359 0.0829
H 0.56091 2.46881 4.02374 0.0686
O 0.49596 3.28424 3.49567 -0.0232
H -2.56696 2.79093 3.46566 0.1095
H -0.92634 2.80872 2.88092 -0.0193
O -1.86344 2.61065 2.79445 -0.0748
H -4.48312 -3.31550 -3.45741 0.0815
H -3.14454 -3.46793 -4.39314 0.1273
O -3.92254 -2.88371 -4.12283 -0.0698
H 2.70101 -3.24370 2.10180 0.0054
H 1.90184 -3.08668 3.12934 0.0018
O 1.78464 -3.41927 2.24642 -0.0310
H 2.65967 -0.10739 2.02674 0.0767
H 2.57246 0.72739 3.35234 0.0671
O 2.14669 -0.09958 2.86282 -0.1138
H -1.19435 -0.08039 1.69346 0.1068
O -0.43174 -0.59467 2.24875 -0.1661
H 3.40940 -3.81102 0.01826 0.0369
O 3.23410 -2.92764 -0.30010 -0.0490
H -0.20120 -4.81169 -3.09832 0.0025
H 1.10161 -4.45358 -2.23329 -0.0323
O 0.60999 -5.08261 -2.71015 -0.0454
H -3.79623 -3.47152 3.15473 0.0671
H -2.80707 -2.64525 3.99008 0.0973
O -3.21170 -2.72759 3.10618 -0.0270
H 1.37383 0.54523 6.44056 0.0534
H 1.35601 0.37571 4.88502 -0.0036
O 1.39070 1.01501 5.61165 -0.0395
H 4.21023 1.53228 2.86434 0.0565
H 4.75942 1.15902 4.19673 0.0748
O 3.96106 1.59180 3.83460 -0.0788
H 5.25653 -1.45421 3.87546 0.0233
O 4.34591 -1.62012 4.05462 0.0112
H -5.37000 -1.54468 -1.54994 0.0189
H -4.23737 -1.88243 -0.70972 -0.0183
O -5.13830 -2.11645 -0.82850 -0.0280
H -0.95745 -0.27048 4.06186 -0.0380
H -1.72720 0.93282 4.21045 0.0200
O -1.41547 0.18710 4.78019 -0.0723
H 1.38600 2.00459 -4.47447 0.0262
H 1.66476 2.06007 -5.93642 0.0401
O 1.28148 2.62255 -5.25020 -0.0732
H -5.04640 2.57479 -0.46570 0.0521
H -5.50564 2.99526 -2.06364 -0.0027
O -5.09387 3.14124 -1.24932 -0.0463
H 0.52623 2.58870 1.17408 -0.0152
H 0.03260 2.92931 -0.20862 0.0281
O 0.71968 2.48688 0.27029 -0.0052
H -0.84008 0.92443 -0.35635 0.0354
H -1.54243 -0.60258 -0.71463 0.0394
O -1.42315 0.19262 -0.16503 -0.0713
H -3.15626 -1.57054 -3.15906 -0.0198
O -2.87128 -0.92253 -2.52378 -0.0500
H 0.20148 -5.19980 1.64027 -0.0032
H 1.43520 -5.58195 1.63828 0.0473
O 0.72008 -5.68459 2.31251 -0.0748
H 4.10624 0.10357 -5.39737 -0.0204
O 3.22692 -0.16299 -5.45879 -0.0654
H -2.68418 3.23269 1.44202 0.0123
H -2.67952 2.60445 0.04469 -0.0011
O -2.70502 3.46388 0.46548 -0.0885
H -2.66797 -2.59413 1.47686 0.0786
H -1.11490 -1.90792 1.47442 0.0238
O -1.85474 -2.24852 0.90759 -0.1547
H -3.78937 2.49146 -4.10809 0.0762
H -3.17375 2.18644 -2.83970 0.0120
O -3.86950 1.83266 -3.39473 -0.0648
H 0.09698 2.00830 -3.69957 0.0561
H 0.66464 3.10999 -2.58420 -0.0202
O 0.07329 2.37365 -2.75650 -0.0937
H -2.76854 -0.11322 1.04066 -0.0362
H -4.05922 -0.66042 1.71422 0.0221
O -3.40310 0.02629 1.74320 -0.0473
H -1.37414 4.58660 -2.61262 0.0761
H -2.95992 4.23470 -2.02708 0.0043
O -2.12351 3.97938 -2.37051 -0.0700
H 1.46007 4.39443 -2.88756 0.0906
H 2.22135 4.07806 -1.78892 0.0192
O 1.58066 4.78302 -1.94068 -0.0930
H 4.97980 1.81886 -2.65085 0.0773
H 4.60678 3.40930 -2.20384 0.0571
O 4.38178 2.50215 -2.33042 -0.0209
H 0.03591 -1.70314 3.93890 0.0568
H 1.56403 -1.61761 3.86188 -0.0186
O 0.87703 -2.08348 4.37045 -0.0751
H -0.93793 -0.03478 -3.34458 0.0129
H 0.45457 0.34470 -2.66613 0.0042
O -0.00131 0.02486 -3.43825 -0.0404
H -1.78083 -3.48083 -0.50457 -0.0401
O -1.86497 -3.50183 -1.43563 -0.0352
H 6.56751 0.08171 0.85903 0.0459
H 5.66740 -0.24670 2.14933 0.0239
O 5.75447 -0.33614 1.16617 -0.0579
H -3.29668 -0.12039 -2.81128 0.0071
H 0.42047 -0.02849 2.28293 0.0662
H 2.94486 -0.87202 -4.75050 0.1036
H 4.17590 -2.66055 -0.49684 0.0825
H 3.92187 -1.87371 3.27233 -0.0185
H -1.70020 -2.57852 -1.63976 -0.0092
O -3.72899 -0.30804 -5.03199 -0.1441
H -3.97684 -1.29664 -4.97082 0.0309
H -4.60371 0.15656 -4.72631 0.0830
O 0.51151 -1.47749 -0.50721 -0.0586
H 1.00902 -2.25286 -0.12839 0.0586
H 0.90415 -0.83008 0.09348 0.0282
O 1.41949 -2.54053 -2.91055 -0.0522
H 0.56748 -2.32122 -2.53597 0.0086
H 2.16784 -2.13525 -2.51156 0.0008
O -2.03526 -4.78780 1.44367 -0.0569
H -1.14851 -4.78591 1.15048 -0.0250
H -1.96133 -4.02532 2.12314 0.0590
O 1.63738 5.41435 0.26521 -0.0656
H 1.83392 5.24796 1.20591 0.0312
H 1.14094 6.24528 0.27547 0.0639
O 3.05937 2.89092 1.94185 -0.0085
H 2.74920 3.27903 2.71657 -0.0030
H 3.09412 3.56664 1.29563 0.0260
O 2.68856 0.62579 -1.46223 -0.0833
H 3.32248 1.42877 -1.66058 0.0261
H 2.49775 0.92452 -0.58769 -0.0233

Version D
120
Properties=species:S:1:pos:R:3:lowdin_charge:R:1 method="wB97M-V/def2-TZVPD" orbital_gap_ev=9.88 multiplicity=1 homo_ev=-10.403
H 1.89568 -1.65858 0.07843 0.0085
H 2.04086 -3.28551 -0.34181 0.0294
O 2.42468 -2.30509 -0.41990 -0.1573
H 3.55644 4.25965 0.71559 0.0651
H 2.73438 3.83865 -0.41526 0.0110
O 2.62301 4.06546 0.51677 -0.0548
H -5.41723 0.09303 1.95780 0.0049
H -5.25187 1.60026 1.59381 0.0081
O -5.89052 0.88691 1.70030 -0.0513
H -2.09946 -5.30510 -0.17343 -0.0113
H -1.31877 -6.51809 0.17848 0.0521
O -1.40639 -5.86501 -0.52518 -0.0432
H 2.38568 0.68956 1.94797 0.0452
H 1.84217 1.41741 3.37769 0.0069
O 2.15970 0.65370 2.88344 -0.0598
H -3.12312 4.33288 -0.98446 -0.0123
O -3.09546 4.88976 -1.74605 -0.0528
H 3.10961 1.14545 -4.61356 0.0796
O 3.04996 1.02262 -3.66551 -0.0131
H -4.56667 1.44671 -1.25987 0.0237
H -4.89950 1.70652 -2.84612 0.0470
O -4.83769 1.11983 -2.10493 -0.0176
H -1.02832 0.95002 3.75629 -0.0232
H 0.31290 0.45872 3.75782 0.0181
O -0.41646 0.63158 4.39314 -0.0508
H 4.68455 3.18250 -1.73991 0.0135
H 3.89622 3.81128 -3.03364 0.0094
O 4.65356 3.79486 -2.47519 -0.0251
H -1.61331 -3.03229 -3.58756 0.0182
H 0.03553 -3.07394 -3.52177 0.0395
O -0.78153 -3.31972 -3.96662 -0.0240
H 0.39740 5.48744 2.33015 0.0399
O 0.22031 5.70385 3.26181 -0.0416
H 0.83381 -4.21641 4.31963 0.0188
H 0.15339 -2.93669 4.66788 0.0133
O -0.01379 -3.88912 4.62727 -0.0604
H -1.96403 -0.50016 -3.27140 0.0334
H -0.90970 -1.55395 -3.38696 -0.0142
O -1.03238 -0.60133 -3.59638 -0.0920
H -0.24096 4.06655 -0.90719 -0.0203
H -1.13546 5.42922 -0.81437 0.0300
O -0.54570 4.80354 -0.38549 -0.0397
H -0.10083 4.01934 -3.65287 0.0537
H 0.94532 2.83377 -3.85732 0.0446
O 0.62320 3.52910 -3.28401 -0.0336
H -2.51565 -3.21481 0.29848 0.0378
H -2.45955 -3.55666 -1.26485 0.0412
O -2.19352 -2.93573 -0.58074 -0.0441
H 1.12456 1.26053 -1.74689 0.0480
H 1.18324 2.45861 -0.66545 0.0039
O 0.64557 1.96931 -1.29045 -0.0499
H 1.52300 0.39386 4.91921 -0.0357
O 1.52461 -0.47872 5.21810 -0.0419
H 0.69586 1.32150 1.43219 -0.0099
H 0.75365 2.92042 1.28954 0.0220
O 0.28217 2.14507 1.61316 -0.0268
H -2.04743 0.90954 0.89605 0.0291
O -2.48721 0.06041 0.78423 -0.0330
H -2.48445 -5.19259 2.33604 0.0455
H -3.61882 -4.07454 2.29008 0.0451
O -3.28299 -4.89308 1.88910 -0.0592
H 4.33118 -2.87900 0.12174 -0.0391
H 5.68382 -3.80709 0.01033 0.0329
O 4.74095 -3.72682 0.02959 -0.0496
H -2.74602 2.99867 2.85807 0.0254
H -1.41989 3.43541 3.33980 0.0294
O -1.86866 2.62800 3.06706 -0.0478
H 0.58073 -0.96386 -4.90504 -0.0327
H -0.34195 -0.47690 -5.85714 0.0206
O 0.55811 -0.82164 -5.86467 -0.0811
H -0.98669 2.92023 -2.18874 -0.0088
H -1.91969 1.76736 -1.84309 0.0348
O -1.82049 2.72187 -1.74587 -0.0756
H -2.72352 -0.59115 2.77659 0.0194
H -3.75443 -0.70072 3.68769 0.0776
O -3.53378 -1.12281 2.83868 -0.0667
H 2.26232 -2.49491 3.15780 0.0306
H 1.75001 -1.48747 2.32760 0.0054
O 1.54578 -2.41508 2.52440 -0.0466
H -2.11359 -2.08073 2.06624 0.0090
H -0.76244 -2.58584 1.42908 0.0050
O -1.37303 -2.74741 2.18396 -0.0896
H 4.25607 1.52311 -0.07314 0.0698
H 3.13809 0.78067 -0.68086 0.0309
O 3.35504 1.68103 -0.38409 -0.0647
H 4.80363 -2.48401 3.01578 0.0554
H 3.64690 -1.40399 2.74007 -0.0059
O 4.45533 -1.81140 2.42234 -0.0331
H 3.98601 -1.49104 -0.75749 -0.0513
O 4.62107 -0.87763 -1.10345 -0.0680
H 0.47979 -4.46742 0.00530 0.0763
H 1.78220 -4.84500 0.72541 0.0978
O 1.25135 -4.08720 0.46995 0.0085
H 0.71720 -0.76650 5.62857 0.0393
H -3.64086 4.76780 -2.51547 0.0450
H -2.62608 -0.04505 -0.16897 0.0319
H 2.90182 1.84518 -3.19684 0.0186
H -0.63591 5.23844 3.35567 0.0389
H 4.94404 -1.24302 -1.94294 0.0100
O -4.86335 -2.16221 -4.12282 -0.0649
H -5.24626 -2.76837 -3.45550 0.0589
H -4.16324 -2.82445 -4.32642 0.0585
O 4.62549 -2.06920 -3.46589 -0.0391
H 3.74603 -2.46565 -3.53811 0.0534
H 4.99023 -1.94180 -4.34545 0.0636
O -3.53699 -1.16674 -2.21205 -0.0919
H -4.40991 -0.89623 -2.51556 0.0248
H -3.53711 -2.03762 -1.80722 0.0105
O 1.70427 -1.24741 -3.13593 -0.0786
H 2.02145 -1.50002 -2.25302 0.0063
H 2.30627 -0.49389 -3.31976 -0.0015
O -3.85166 4.10786 1.66851 -0.0444
H -3.29311 3.49666 1.14872 0.0399
H -3.86865 4.95625 1.21042 0.0584
O 1.56893 3.15956 4.16471 -0.0397
H 2.48124 3.49708 4.17013 0.0778
H 1.00714 3.69760 3.59488 0.0027
O 0.17651 -1.16661 0.30201 -0.0338
H 0.22585 -0.20420 0.27398 0.0351
H -0.20452 -1.34350 -0.57109 0.0645

Consider the structures shown above. The most stable of them is version B.